Entry 1:
53
Properties=species:S:1:pos:R:3:forces:R:3 method="wB97M-V/def2-TZVPD" gap_ev="9.05 / 7.79" de_lowest_kcal_mol=36.2 homo_ev="-6.312 / -6.239" fmax_ev_per_a=2.87 s2=2.003 spin_multiplicity=3 charge=-1 lumo_ev="2.74 / 1.55"
Pd 0.05320 0.00630 -0.28810 -1.7 1.7 0.6
O 4.07730 0.63530 0.52840 -0.3 -0.5 0.1
S 2.92090 -0.08420 0.00110 2.5 0.4 -0.1
O 1.94230 -0.44670 1.01820 -0.5 -0.1 -0.1
O 2.35500 0.58140 -1.16630 0.0 -0.2 0.2
C 3.61380 -1.63330 -0.62880 -0.1 0.6 0.2
C 4.97580 -1.85640 -0.50080 0.0 0.2 0.2
C 5.55660 -3.01380 -0.99380 -0.1 -0.1 0.0
C 4.76380 -3.96040 -1.62750 0.1 0.1 0.1
C 3.40690 -3.72520 -1.77100 -0.1 -0.1 -0.1
C 2.83060 -2.56850 -1.27150 -0.6 -0.1 0.0
S 1.03170 -2.48210 -1.33150 -0.2 -2.8 -0.7
O 0.60040 -1.25140 -1.99760 0.3 0.3 0.1
O 0.63180 -3.66450 -2.07450 0.3 0.4 0.0
O 0.62770 -2.55630 0.07260 0.2 0.2 0.0
H 5.54530 -1.09740 0.01370 0.2 0.0 0.0
H 6.61880 -3.18150 -0.87270 0.0 0.0 0.0
H 5.19590 -4.88490 -1.98480 0.0 0.0 -0.1
H 2.74840 -4.42740 -2.25660 0.0 -0.2 0.0
C 1.49230 3.34840 -1.44090 0.0 -0.2 0.6
P 1.33910 3.27010 0.37660 0.5 1.7 -0.5
C 3.01340 3.55810 1.05900 -0.7 -0.2 -0.3
C 0.34120 4.75190 0.85550 0.4 -0.7 -0.2
O 0.67530 2.06570 0.92470 -0.2 -0.9 -0.1
H 1.78560 4.33910 -1.77910 0.0 0.1 0.1
H 0.54080 3.04140 -1.87510 0.0 0.1 0.0
H 2.22860 2.60040 -1.72770 0.1 0.1 0.0
H 3.49430 4.41120 0.59060 0.0 0.1 -0.1
H 3.58430 2.64710 0.87830 0.1 0.0 0.0
H 2.93770 3.71660 2.13080 -0.1 0.0 0.1
H 0.85740 5.68730 0.67160 0.1 0.2 -0.1
H 0.10920 4.66010 1.91220 0.0 0.0 0.2
H -0.59380 4.72750 0.30390 -0.1 0.0 -0.1
O -1.23370 1.79020 -1.68430 0.4 -0.4 -0.2
C -1.95310 1.81940 -0.68780 -0.8 0.6 0.3
C -3.16960 2.73500 -0.52320 0.2 -0.1 -0.1
C -3.66940 2.38190 0.86500 0.1 -0.2 0.1
C -2.72120 1.24890 1.32750 -0.7 0.3 0.3
O -2.85910 0.65380 2.37150 0.1 -0.1 0.2
N -1.77680 1.04150 0.38190 0.8 0.0 -0.3
H -3.88900 2.50540 -1.30790 0.0 0.0 -0.1
H -2.87110 3.77730 -0.63720 0.0 0.0 -0.1
H -4.69240 2.00880 0.88390 0.0 0.0 0.0
H -3.59460 3.20740 1.57070 0.0 0.0 0.1
N -2.01210 -2.57510 0.23380 -0.1 -0.2 0.1
C -3.15420 -3.27410 0.26500 -0.3 -0.1 0.0
C -4.08350 -2.56470 -0.46650 0.0 -0.1 0.1
C -3.38400 -1.43520 -0.90830 0.0 -0.1 0.1
N -2.13260 -1.46980 -0.48520 0.5 0.1 -0.3
H -1.06410 -2.80050 0.55390 -0.3 -0.1 -0.2
H -3.24460 -4.20600 0.78590 0.1 -0.2 0.1
H -5.10570 -2.82300 -0.66720 -0.1 -0.1 0.0
H -3.74360 -0.60930 -1.49150 0.0 0.2 -0.2

***

Entry 2:
43
Properties=species:S:1:pos:R:3:forces:R:3 method="wB97M-V/def2-TZVPD" gap_ev=8.55 de_lowest_kcal_mol=3.0 homo_ev=-7.885 fmax_ev_per_a=1.09 lumo_ev=0.67
C -3.96472 -1.66167 1.36083 0.0 0.0 0.1
C -3.77842 -1.85462 0.06941 0.1 0.1 -0.2
C -2.80142 -1.11529 -0.79866 -0.3 -0.2 -0.2
N -1.90375 -0.26617 -0.06746 0.2 0.8 0.2
C -0.89817 -0.60377 0.80254 0.2 0.1 0.4
N -0.38252 0.45083 1.34832 0.4 -0.4 0.6
N -1.06572 1.50359 0.83817 -0.6 -0.7 -0.5
C -2.00232 1.10709 -0.05652 0.2 0.2 0.2
S -3.01665 2.03849 -0.94735 -0.5 0.6 -0.4
H -0.77850 2.45116 1.02251 -0.1 -0.1 -0.1
C -0.42794 -1.98665 1.05949 0.0 0.0 0.0
C 0.06936 -2.68353 -0.21809 0.5 -0.3 0.1
H -0.58974 -3.50234 -0.50257 0.0 0.1 -0.1
H 0.15573 -1.97941 -1.04355 -0.2 0.0 -0.1
S 1.72783 -3.41722 -0.00506 0.1 0.0 -0.2
C 2.75119 -2.24703 -0.99221 -0.4 -0.4 0.2
C 2.50276 -0.82788 -0.61148 0.0 0.1 0.0
C 2.89863 -0.35048 0.62814 0.0 0.0 -0.2
C 2.62077 0.94927 1.00577 0.1 0.3 0.0
C 1.93400 1.79564 0.14565 0.2 -0.3 -0.3
C 1.55200 1.34243 -1.12633 0.0 0.3 0.2
C 1.83533 0.03464 -1.47548 0.1 0.0 0.2
H 1.53966 -0.31551 -2.45623 0.0 0.0 -0.1
C 0.84477 2.26668 -2.06771 0.0 0.0 0.1
H 1.31863 3.24566 -2.05528 0.0 0.1 -0.1
H 0.85988 1.87158 -3.08032 0.0 0.0 -0.1
H -0.19444 2.40658 -1.77010 -0.1 0.1 0.0
O 1.56754 3.07560 0.45367 -0.2 -0.1 -0.3
C 1.94404 3.59792 1.70488 0.1 0.1 0.2
H 1.51525 3.01723 2.52841 0.0 0.0 0.0
H 3.03229 3.63408 1.81503 0.0 0.0 0.0
H 1.54874 4.61284 1.73130 0.0 -0.1 0.0
H 2.93334 1.28639 1.98032 0.0 0.1 0.1
H 3.41886 -1.00652 1.31023 0.0 -0.1 0.1
H 3.77327 -2.55538 -0.77532 0.0 0.0 -0.1
H 2.53091 -2.43241 -2.04381 0.1 0.1 0.0
H -1.23247 -2.57150 1.51061 0.0 0.0 0.0
H 0.38666 -1.91142 1.78070 -0.1 0.0 0.0
H -2.23248 -1.82634 -1.40550 0.0 0.1 0.0
H -3.35663 -0.45289 -1.47787 0.2 -0.1 0.0
H -4.36668 -2.58303 -0.47119 -0.1 -0.1 0.0
H -4.69885 -2.22157 1.91274 -0.2 -0.1 0.0
H -3.40462 -0.93393 1.92534 0.2 0.2 0.0

***

Entry 3:
44
Properties=species:S:1:pos:R:3:forces:R:3 method="wB97M-V/def2-TZVPD" gap_ev=7.51 homo_ev=-12.389 fmax_ev_per_a=5.85 charge=+1 lumo_ev=-4.88
C -3.42086 0.84804 -1.23002 0.1 -0.1 0.8
C -2.64384 2.24596 -1.04416 -1.2 -0.5 -1.4
N -1.70703 2.24453 0.15016 0.9 -1.7 -1.0
C -0.85207 1.04355 0.07216 2.0 -0.8 -0.8
N -1.23334 -0.08295 0.91329 3.1 -0.5 -2.0
C -0.48876 -1.31713 0.94415 2.0 -0.5 -1.8
C -0.88853 -2.54974 1.91201 0.6 0.4 1.0
C 0.03782 -2.72097 3.12588 -2.9 -2.7 0.3
C -0.34614 -3.89160 4.11367 -2.8 1.4 -4.9
C -1.62410 -4.64914 3.62500 1.2 1.2 -0.4
C -2.41397 -4.34652 2.33592 3.0 1.4 1.9
N -2.02206 -3.28055 1.48345 1.7 -0.9 3.5
C 0.75885 -1.54153 0.03715 -1.8 4.0 -0.3
C 1.22087 -0.36103 -0.88951 -2.4 -0.1 2.4
C 2.53376 -0.58493 -1.78559 1.0 2.2 -2.2
O 2.89607 0.19489 -2.70253 -1.9 -3.0 3.7
O 3.35452 -1.71625 -1.47814 -2.0 2.6 1.0
N 3.36165 -2.65151 -2.48688 0.0 -1.7 -1.4
C 0.41070 0.97877 -0.86757 -1.1 -2.7 1.2
C 0.83737 2.25116 -1.75024 -0.2 -0.3 1.2
C 2.05742 2.97187 -0.95153 0.7 0.5 -0.2
C 1.74077 4.51075 -0.60798 0.6 -0.5 0.3
O 2.33495 2.31114 0.33418 0.6 0.2 -1.0
H -3.77508 0.50715 -0.18430 0.3 0.5 -1.7
H -4.33219 0.93594 -1.92252 1.5 0.1 1.1
H -2.74980 0.01153 -1.62738 -0.8 1.3 0.4
H -2.05053 2.43060 -2.00400 -0.8 -0.1 1.2
H -3.45062 3.05984 -0.95283 1.5 -1.1 0.2
H -1.10871 3.09356 0.07792 -0.4 -1.0 0.2
H -2.06331 -0.01331 1.53675 0.8 0.2 -0.7
H 0.93129 -2.02723 3.33690 -1.7 -1.2 -0.6
H 0.23459 -4.14089 5.05695 -1.0 0.3 -1.5
H -2.01120 -5.50903 4.28412 0.7 1.5 -1.2
H -3.34130 -4.98556 2.10271 1.7 1.3 0.2
H 1.35718 -2.51893 0.02201 -1.2 1.7 0.3
H 2.54580 -3.26926 -2.36564 0.4 0.6 -0.3
H 3.39739 -2.22747 -3.42465 -0.1 0.0 0.7
H -0.00440 3.02253 -1.85798 1.0 -1.4 0.3
H 1.12633 1.93544 -2.81135 -0.2 0.3 1.8
H 3.00196 2.82807 -1.58883 -1.5 0.6 0.8
H 1.23903 5.07401 -1.46992 0.8 -0.8 1.3
H 2.74190 5.00259 -0.30811 -1.7 -0.6 -0.7
H 1.09663 4.54232 0.35075 0.8 -0.1 -1.6
H 3.31101 2.34130 0.49653 -1.3 0.1 -0.3

***

Entry 4:
56
Properties=species:S:1:pos:R:3:forces:R:3 method="wB97M-V/def2-TZVPD" gap_ev="6.28 / 5.68" homo_ev="-17.996 / -18.015" fmax_ev_per_a=0.93 s2=3.849 spin_multiplicity=4 charge=+3 lumo_ev="-11.72 / -12.34"
Re 0.33621 0.49686 -0.64990 0.8 0.3 -0.1
C 3.53020 0.51295 2.32105 0.1 -0.1 0.0
C 2.54882 0.09437 1.32560 -0.2 0.0 0.0
N 1.19344 0.65956 1.38029 0.1 0.1 -0.4
O 1.30919 2.01946 1.71245 0.0 -0.1 0.0
B 0.48681 2.89830 0.88449 -0.2 0.1 0.2
F 0.98458 2.45360 -0.54966 0.0 -0.2 0.0
F 0.69539 4.16814 1.10698 0.0 0.0 0.0
O -0.98024 2.56176 0.85789 0.1 0.0 -0.1
N -1.24311 1.43955 0.17417 -0.2 0.2 0.0
C -2.41661 0.88963 0.12492 0.0 0.0 0.1
C -3.62931 1.44864 0.75376 0.0 0.0 0.0
C -2.38625 -0.38718 -0.65554 0.0 0.0 -0.1
N -1.18531 -0.73710 -1.02258 -0.1 -0.2 0.4
O -1.00258 -1.75394 -1.89858 0.2 -0.1 0.0
B -0.06428 -2.79853 -1.48180 -0.9 -0.3 -0.1
F 0.20445 -3.64357 -2.44124 0.1 0.1 0.1
F -0.19797 -3.15417 -0.19581 0.2 0.1 -0.1
O 1.65281 -2.00381 -1.27720 0.4 0.3 0.3
N 1.74998 -1.01743 -0.51940 -0.1 -0.2 -0.4
C 2.77361 -0.90257 0.37077 0.0 0.1 0.2
C 3.94769 -1.81151 0.34650 0.0 0.0 0.0
C -3.58138 -1.17901 -0.99833 0.0 0.0 0.0
H 3.16028 1.28678 2.98464 0.0 0.0 0.0
H 4.44013 0.85113 1.80936 0.0 0.0 0.0
H 3.84667 -0.36520 2.90144 0.0 0.0 0.0
H -3.41209 2.40182 1.22780 0.0 0.0 0.0
H -4.02117 0.75217 1.50108 0.0 0.0 0.0
H -4.40805 1.58795 -0.00023 0.0 0.0 0.0
H 3.76406 -2.65462 -0.31478 0.0 0.0 0.0
H 4.16780 -2.17992 1.34894 0.0 0.0 0.0
H 4.82979 -1.27566 -0.01545 0.0 0.0 0.0
H -4.49961 -0.66318 -0.73587 0.0 0.0 0.0
H -3.54009 -2.13469 -0.46363 0.0 0.0 0.0
H -3.57748 -1.42372 -2.06250 0.0 0.0 0.0
C -0.81287 -1.38476 4.54169 0.0 0.1 0.0
C -0.34341 -2.09758 3.44809 0.0 0.0 0.0
C 0.31508 -1.44298 2.41651 0.0 0.0 -0.1
C 0.48904 -0.06296 2.49210 -0.4 -0.3 0.3
C 0.02720 0.66593 3.58095 0.1 0.1 -0.1
C -0.62741 -0.00735 4.60053 0.0 -0.1 0.0
H -1.31332 -1.89819 5.35140 0.0 0.0 0.0
H -0.47288 -3.16985 3.39367 0.0 0.0 0.0
H 0.67321 -2.04285 1.59413 0.1 0.0 -0.1
H 0.17619 1.73239 3.64854 0.0 0.0 0.0
H -0.98626 0.55397 5.45266 0.0 0.0 0.0
N -0.74222 1.56167 -5.83831 0.0 0.0 0.0
C 0.34284 1.14406 -4.89041 0.0 0.0 0.0
C -0.25946 1.01342 -3.50060 0.0 0.1 0.0
O -1.40818 1.29531 -3.27126 0.0 0.0 0.0
O 0.61724 0.60852 -2.59831 -0.1 0.0 0.1
H -1.09480 0.77674 -6.39260 0.0 0.0 0.0
H -0.42940 2.28228 -6.49467 0.0 0.0 0.0
H -1.53348 1.92766 -5.28711 0.0 0.0 0.0
H 1.12359 1.90349 -4.87913 0.0 0.0 0.0
H 0.78294 0.20418 -5.21749 0.0 0.0 0.0